Entry from the OMol25 dataset: a structure of composition C33H33F2N2O2 in a non-equilibrium geometry (ωB97M-V/def2-TZVPD).

Structure (ORCA input):
```
! wB97M-V def2-TZVPD RIJCOSX def2/J DEFGRID3
* xyz 1 1
F -4.0620 2.8898 -5.2458
C -2.8498 2.4060 -4.8176
C -2.7845 1.1160 -4.2769
C -1.5353 0.6400 -3.8770
C -0.3721 1.3897 -4.1626
C 0.8742 0.7359 -3.7713
C 2.1768 1.4037 -3.9350
C 3.2270 0.5823 -4.3840
C 4.4239 1.1262 -4.8466
C 4.5698 2.5103 -4.8018
F 5.5440 3.0404 -5.6290
C 3.6559 3.3212 -4.0875
C 2.4810 2.7381 -3.5736
C -0.4747 2.6855 -4.7311
C -1.7377 3.2138 -5.0242
H -3.6711 0.5034 -4.1565
H -1.4659 -0.3132 -3.3191
H 0.8496 -0.3218 -4.0614
H 3.1004 -0.4998 -4.3974
H 5.2004 0.4898 -5.2694
H 3.8557 4.3851 -3.9857
H 1.8325 3.3103 -2.8734
H 0.4208 3.3043 -4.8916
H -1.8676 4.2268 -5.4223
H -0.8193 1.3424 3.0870
C -0.8108 0.2340 3.1204
C 0.4787 -0.2814 2.4323
O 1.5312 0.4438 3.0308
C 0.5390 -0.1751 0.8931
C -0.1208 0.8349 0.2198
C 0.0679 1.0350 -1.1507
N 0.7827 0.1990 -1.9233
C 1.4167 -0.8478 -1.2814
C 1.3530 -1.0766 0.1462
C 2.0361 -2.1913 0.7198
C 2.6463 -3.1452 -0.1198
O 3.1249 -4.3347 0.3019
C 2.9003 -4.7297 1.6601
C 2.7334 -2.8981 -1.5200
C 2.1499 -1.7651 -2.0658
C -1.0113 -0.2027 4.5847
C -2.3710 -0.9150 4.7589
C -2.3525 -2.1667 3.8291
C -2.1589 -1.7251 2.3834
N -1.9340 -0.2058 2.2697
C -3.1718 0.4138 2.7427
C -3.4800 0.0482 4.2121
C -3.6622 1.2774 5.0576
C -3.5346 1.2990 6.3983
H 0.5641 -1.3558 2.7155
H 2.3600 0.2370 2.5628
H -0.8183 1.4997 0.7304
H -0.3983 1.8846 -1.6411
H 2.0510 -2.3917 1.7959
H 3.3511 -5.7069 1.6619
H 3.4051 -4.0634 2.3641
H 1.8387 -4.7923 1.9103
H 3.2202 -3.6522 -2.1349
H 2.2399 -1.6153 -3.1438
H -0.1919 -0.8571 4.8936
H -0.9736 0.7098 5.1874
H -2.5689 -1.1927 5.7955
H -1.5495 -2.8641 4.1144
H -3.3089 -2.6954 3.9085
H -1.3359 -2.2773 1.9043
H -3.0939 -1.9250 1.8363
H -3.0992 1.4969 2.5850
H -3.9725 0.0068 2.1086
H -4.4013 -0.5653 4.1785
H -3.9940 2.1490 4.4693
H -3.7250 2.2232 6.9552
H -3.3229 0.3969 6.9962
*
```

Atom charges from the Löwdin analysis, given in e for atoms 1 to 4:
1. F 0.059
2. C -0.224
3. C 0.025
4. C -0.022



Entry from the OMol25 dataset: an isolated molecule of C5H11NO (ωB97M-V/def2-TZVPD).

Structure (ORCA input):
```
! wB97M-V def2-TZVPD RIJCOSX def2/J DEFGRID3
* xyz 0 1
C -1.4448 1.6105 -1.2835
N -1.4038 1.0462 0.0686
C -0.9223 -0.2847 -0.0313
O -1.6286 -1.1851 -0.4207
C 0.5833 -0.4203 0.1444
C 1.1418 0.1048 1.4745
C 1.0962 -1.8193 -0.1701
H -0.4906 1.4374 -1.8123
H -1.6391 2.6828 -1.2156
H -2.2491 1.1324 -1.8419
H -0.7837 1.6091 0.6418
H 0.9282 0.2637 -0.6518
H 1.0946 -0.6379 2.2787
H 0.6366 1.0042 1.8409
H 2.1930 0.3637 1.3338
H 2.1897 -1.8019 -0.2203
H 0.8035 -2.5542 0.5878
H 0.6984 -2.1652 -1.1254
*
```

Calculated values
**SMILES**: CNC(=O)C(C)C
**Energy relative to the best compared isomer or geometry (same formula, charge and spin)**: 20.0 kcal/mol

Atom charges from the Löwdin analysis, given in e for atoms 1 to 4:
1. C -0.095
2. N -0.022
3. C -0.465
4. O 0.105



Entry from the OMol25 dataset: a cluster of 7 separate species, C13H17Cl8F3O9 in total in a non-equilibrium geometry (ωB97M-V/def2-TZVPD).

Structure (ORCA input):
```
! wB97M-V def2-TZVPD RIJCOSX def2/J DEFGRID3
* xyz 0 1
C -0.4695 -0.3938 -0.9453
C -0.5155 1.0633 -0.5189
O -0.8888 1.0096 0.8267
C -1.4681 -0.1424 1.0642
O -2.1119 -0.4623 2.0658
O -1.2846 -1.0100 -0.0081
F -1.4471 1.7105 -1.2344
H 0.5261 -0.8375 -0.9518
H -0.9587 -0.5747 -1.9025
H 0.4555 1.5386 -0.6581
C -0.7714 -4.9162 -2.8939
C -1.4773 -3.6119 -3.1259
O -2.5606 -4.0714 -3.8636
C -2.1360 -5.1157 -4.6350
O -2.7324 -5.5634 -5.6318
O -0.9618 -5.4882 -4.2138
F -0.6851 -2.7101 -3.7447
H -1.3573 -5.4963 -2.1809
H 0.2807 -4.7476 -2.6643
H -1.8507 -3.2066 -2.1855
C -0.8193 -1.1039 5.0689
C 0.4665 -0.2232 5.0399
O 0.5143 0.4614 6.3345
C -0.3782 -0.1659 7.0953
O -0.5712 0.1720 8.2759
O -1.1377 -1.0609 6.4264
F 0.3589 0.6055 4.0529
H -0.3667 -2.0561 4.7920
H -1.6655 -0.6761 4.5312
H 1.3462 -0.8349 4.8397
C 3.3183 -1.0916 -3.3258
Cl 3.0530 -1.7006 -4.9473
Cl 2.4287 -2.0302 -2.1100
H 4.3612 -1.1798 -3.0217
H 2.9726 -0.0579 -3.3241
C 1.1953 5.8181 -0.0374
Cl 1.5166 4.0525 0.0620
Cl -0.1392 6.1887 -1.1294
H 0.8482 6.1725 0.9332
H 2.0539 6.4391 -0.2930
C 4.1602 1.9508 -0.6327
Cl 2.9614 0.6613 -0.3578
Cl 5.5650 1.4860 -1.6241
H 3.6270 2.7593 -1.1328
H 4.4767 2.2761 0.3584
C -3.5565 3.1469 0.1724
Cl -4.8282 3.7074 1.2724
Cl -2.0089 4.0206 0.2736
H -3.3354 2.1829 0.6307
H -4.0025 3.1058 -0.8213
*
```

Calculated values
**SMILES**: O=C1OC[C@@H](F)O1.O=C1OC[C@@H](F)O1.O=C1OC[C@@H](F)O1.ClCCl.ClCCl.ClCCl.ClCCl
**Energy relative to the best compared isomer or geometry (same formula, charge and spin)**: 37.7 kcal/mol

Atom charges from the Löwdin analysis, given in e for atoms 1 to 4:
1. C -0.111
2. C -0.361
3. O 0.133
4. C -0.494



Entry from the OMol25 dataset: a cluster of 3 separate species, C6H12O2 in total in a non-equilibrium geometry (ωB97M-V/def2-TZVPD).

Structure (ORCA input):
```
! wB97M-V def2-TZVPD RIJCOSX def2/J DEFGRID3
* xyz 0 1
C 2.2046 -0.1433 0.8810
C 3.3275 0.0620 0.1778
C -0.1122 -0.4264 0.1606
C 1.0918 -0.9816 0.3467
C -2.4522 -0.6127 -0.4652
C -1.2657 -1.2055 -0.2873
H 2.3135 0.1982 1.9054
H 4.1042 0.7650 0.4288
H 3.4344 -0.4154 -0.7932
H -0.2376 0.6413 0.2211
H 1.4739 -1.9210 -0.0414
H -2.4724 0.4204 -0.2092
H -3.3534 -1.0860 -0.8003
H -1.2019 -2.2692 -0.4863
H -5.7317 -2.4777 1.4195
H -4.5934 -1.6194 1.9054
O -5.3690 -1.5879 1.3339
H 3.2358 3.6735 -1.4081
H 2.3940 4.4768 -2.3994
O 3.2098 4.5090 -1.8898
*
```

Calculated values
**SMILES**: C=C/C=C/C=C.O.O
**Energy relative to the best compared isomer or geometry (same formula, charge and spin)**: 74.1 kcal/mol

Atom charges from the Löwdin analysis, given in e for atoms 1 to 4:
1. C -0.188
2. C -0.011
3. C -0.126
4. C -0.113



Entry from the OMol25 dataset: a cluster of 4 separate species, C8H8Cl9N in total (ωB97M-V/def2-TZVPD).

Structure (ORCA input):
```
! wB97M-V def2-TZVPD RIJCOSX def2/J DEFGRID3
* xyz 0 1
N 3.3487 -26.1092 4.7364
C 3.9640 -26.7816 3.7552
C 4.3900 -26.1992 2.5729
C 4.2188 -24.8273 2.4203
C 3.6591 -24.1012 3.4606
C 3.2279 -24.7889 4.5821
H 4.0199 -27.8549 3.8939
H 4.8838 -26.7813 1.8081
H 4.5338 -24.3113 1.5234
H 3.5290 -23.0359 3.3316
H 2.7434 -24.2991 5.4190
C 0.0338 -26.6441 4.5436
Cl -1.6462 -26.6017 5.0738
Cl 0.1986 -26.4499 2.8046
Cl 0.7829 -28.1445 5.1309
H 0.6017 -25.8287 4.9721
C 4.2654 -33.4714 6.1493
Cl 5.9003 -33.4632 6.7737
Cl 3.4663 -35.0154 6.5417
Cl 4.3155 -33.2120 4.3827
H 3.6974 -32.6915 6.6374
C 3.6882 -28.2681 7.1326
Cl 3.6369 -29.8892 6.3925
Cl 5.3817 -27.7390 7.2611
Cl 2.9203 -28.2990 8.7169
H 3.1516 -27.5982 6.4724
*
```

Calculated values
**SMILES**: ClC(Cl)Cl.ClC(Cl)Cl.ClC(Cl)Cl.c1ccncc1
**Energy relative to the best compared isomer or geometry (same formula, charge and spin)**: 0.0 kcal/mol

Atom charges from the Löwdin analysis, given in e for atoms 1 to 4:
1. N 0.032
2. C -0.153
3. C -0.057
4. C -0.070



Entry from the OMol25 dataset: an isolated molecule of C6H11N in a non-equilibrium geometry (ωB97M-V/def2-TZVPD).

Structure (ORCA input):
```
! wB97M-V def2-TZVPD RIJCOSX def2/J DEFGRID3
* xyz 0 1
C -2.0179 0.0503 0.1051
C -0.9451 1.3163 -0.2089
C 0.2292 0.6476 0.3873
C 1.7943 0.7709 -0.0239
C 1.7455 -0.7241 0.0432
C -1.0169 -1.2566 -0.0881
H -2.3436 0.1368 1.2796
H -2.7917 -0.0352 -0.7135
H -0.7082 1.2186 -1.4642
H -1.1919 2.3334 0.0579
H -0.1156 0.4123 1.4097
H 1.8823 0.9234 -0.9981
H 2.6115 1.2668 0.5569
H 2.4407 -1.0234 -0.8075
H 1.9882 -1.4447 0.9330
H -1.2722 -1.6066 0.8940
H -1.3462 -1.8864 -0.8721
N 0.3018 -0.7316 -0.2234
*
```

Calculated values
**SMILES**: C1C[C@@H]2CCN2C1
**Energy relative to the best compared isomer or geometry (same formula, charge and spin)**: 107.9 kcal/mol

Atom charges from the Löwdin analysis, given in e for atoms 1 to 4:
1. C -0.113
2. C -0.138
3. C -0.332
4. C -0.075



HOMO-LUMO gap values, unit eV, following the record order: 7.2 10.4 10.7 9.3 10.7 9.2.